Here is a structure of composition C4H5O2Ru in a non-equilibrium geometry from the Open Molecules 2025 dataset. Energies are from ωB97M-V/def2-TZVPD.

Structure (XYZ):
```
12
Properties=species:S:1:pos:R:3:mulliken_spin:R:1
C 1.1979 -1.2261 -0.5699 0.013
C -0.0130 -0.3726 -0.7363 0.343
C -0.1392 0.7584 -0.0220 0.008
C -0.9621 1.5939 0.6544 0.464
O -2.2222 1.3928 0.9188 0.422
Ru -3.7828 2.1177 1.1627 3.611
H 2.0848 -0.6579 -0.2357 0.021
H 1.4681 -1.6345 -1.5623 0.018
H 0.3076 0.7912 -1.4207 0.072
H -0.4842 2.4424 1.1707 0.008
O 0.9230 -2.2741 0.3476 0.021
H 1.6222 -2.9311 0.2926 0.001
```

Results
HOMO-LUMO gap (alpha / beta): 7.27 / 5.48 eV
⟨S²⟩: 8.78
net charge: +2
multiplicity: 6
energy above the lowest of the compared OMol25 structures with the same formula, charge and spin: 52.74 kcal/mol

=====

Here is a cluster of 2 separate species, C3H2Br2O in total in a non-equilibrium geometry from the Open Molecules 2025 dataset. Energies are from ωB97M-V/def2-TZVPD.

Structure (XYZ):
```
8
Properties=species:S:1:pos:R:3:nbo_charge:R:1
C -0.1401 1.5968 -0.0227 0.739
C 0.3053 0.3912 0.3236 -0.537
C -0.2362 -0.7363 -0.1990 -0.317
O -0.5113 2.6642 -0.2982 -0.401
Br -4.6559 -0.3210 0.3151 -0.099
Br 0.4825 -2.4266 -0.0344 0.133
H 1.1018 0.4116 0.9500 0.262
H -1.0764 -0.4012 -0.8761 0.219
```

Results
HOMO-LUMO gap (alpha / beta): 10.19 / 3.35 eV
net charge: 0
multiplicity: 1
energy above the lowest of the compared OMol25 structures with the same formula, charge and spin: 69.47 kcal/mol

=====

Here is a structure of composition C15H12BF3FeO4 in a non-equilibrium geometry from the Open Molecules 2025 dataset. Energies are from ωB97M-V/def2-TZVPD.

Structure (XYZ):
```
36
Properties=species:S:1:pos:R:3:mulliken_spin:R:1
C 1.9612 2.0755 4.4924 0.022
C 1.6467 2.6890 3.2431 0.333
C 1.8446 3.7298 2.3329 0.106
C 1.5425 3.1634 1.0501 0.087
C 1.5668 1.7995 1.2802 0.619
B -2.6350 4.1062 0.1786 0.000
F -1.9223 5.2257 0.4538 0.000
F -2.5935 3.6678 -1.0855 0.000
F -3.2169 3.3239 1.1304 0.000
O 1.1483 1.6179 2.5270 -0.005
H 2.4032 2.7210 5.2415 -0.002
H 1.0351 1.5808 4.8513 0.031
H 2.6072 1.1958 4.2594 0.046
H 2.2917 4.6885 2.5871 0.001
H 1.3998 3.6463 0.0904 0.005
O -1.2643 -6.3852 -3.7581 0.007
C -1.1367 -5.2948 -3.3819 -0.027
Fe -0.8330 -3.5731 -3.2039 1.816
C 0.8690 -3.5895 -3.7533 0.004
O 1.7872 -3.9630 -4.3630 0.023
C -1.8417 -2.9598 -4.5226 -0.002
O -2.6944 -2.9908 -5.3150 0.057
C 0.3438 0.0478 0.3669 0.413
C -1.0004 0.1920 0.2201 0.003
C -1.8764 -0.8343 -0.2506 0.027
C -1.4911 -2.1204 -0.5968 0.020
C -0.2371 -2.6487 -1.1386 0.035
C 0.9693 -1.8727 -1.0487 0.052
C 1.1515 -0.9794 -0.0299 0.039
H 1.1248 0.9315 0.6820 0.251
H -1.4948 1.1461 0.4539 0.007
H -2.9467 -0.6729 -0.0695 0.007
H -2.2475 -2.9156 -0.4067 -0.008
H -0.1990 -3.7824 -1.1834 0.011
H 1.8080 -2.0447 -1.7336 0.006
H 2.1301 -0.9215 0.3999 0.016
```

Results
HOMO-LUMO gap (alpha / beta): 5.49 / 3.79 eV
⟨S²⟩: 6.06
net charge: +2
multiplicity: 5
energy above the lowest of the compared OMol25 structures with the same formula, charge and spin: 115.72 kcal/mol

=====

Here is a cluster of 2 separate species, CH2ClNO3S in total in a non-equilibrium geometry from the Open Molecules 2025 dataset. Energies are from ωB97M-V/def2-TZVPD.

Structure (XYZ):
```
9
Properties=species:S:1:pos:R:3:nbo_charge:R:1
C 3.3127 -0.6270 -0.1656 0.438
N -0.1949 0.5801 0.3924 -1.103
O 2.9594 -1.5803 -0.7045 -0.448
O 1.3383 2.5479 0.6602 -0.870
O 0.8845 1.5193 -1.5404 -0.891
S 1.1426 1.3346 -0.1389 1.983
Cl 4.7943 -0.2244 0.6170 0.034
H -0.5475 0.6035 1.4438 0.432
H -0.7560 0.0029 -0.2159 0.423
```

Results
HOMO-LUMO gap (alpha / beta): 7.37 / 8.27 eV
net charge: 0
multiplicity: 1
energy above the lowest of the compared OMol25 structures with the same formula, charge and spin: 76.79 kcal/mol

=====

Here is an isolated molecule of C4H4O from the Open Molecules 2025 dataset. Energies are from ωB97M-V/def2-TZVPD.

Structure (XYZ):
```
9
Properties=species:S:1:pos:R:3:nbo_charge:R:1
C -0.1664 -1.4825 -0.3941 -0.455
C 0.6879 -0.6068 0.0802 0.109
C 0.9608 0.6164 0.4388 -0.393
C -0.3793 1.2557 0.1140 0.429
O -1.1871 1.5817 0.9412 -0.517
H -0.1588 -1.7828 -1.4357 0.228
H -0.9401 -1.8770 0.2609 0.232
H 1.7956 1.0717 0.9611 0.253
H -0.6126 1.2235 -0.9664 0.115
```

Results
HOMO-LUMO gap: 10.47 eV
net charge: 0
multiplicity: 1
energy above the lowest of the compared OMol25 structures with the same formula, charge and spin: 48.51 kcal/mol
structure (SMILES): C=C=CC=O

=====

Here is a structure of composition C19H36N4O3S in a non-equilibrium geometry from the Open Molecules 2025 dataset. Energies are from ωB97M-V/def2-TZVPD.

Structure (XYZ):
```
63
Properties=species:S:1:pos:R:3:nbo_charge:R:1
C -2.2014 3.6413 -1.9053 -0.623
C -0.6138 3.7491 -1.8801 -0.414
C 0.0142 3.9904 -0.4482 -0.423
C 0.5496 2.7050 0.2693 -0.050
C 0.3028 2.5724 1.7213 -0.193
C 0.8278 1.3793 2.4876 -0.262
C 1.5859 0.3114 1.8137 0.308
O 2.0626 -0.7559 2.5786 -0.538
C 3.4580 -0.6113 2.9723 -0.079
C 4.0843 0.8177 2.7394 -0.660
C 1.8850 0.3371 0.3312 0.044
N 2.5685 -0.6077 -0.4049 -0.559
S 2.5309 0.1023 -1.9374 0.857
N 1.7050 1.5291 -1.7075 -0.614
C 1.3296 1.5965 -0.3662 0.177
H -2.5890 4.4225 -2.6253 0.205
H -2.6849 3.8336 -0.9101 0.202
H -2.4936 2.6265 -2.3066 0.226
H -0.2023 2.8673 -2.4355 0.232
H -0.3445 4.6603 -2.5027 0.202
H -0.8222 4.3914 0.2069 0.215
H 0.8153 4.7854 -0.4261 0.225
H -0.2457 3.3739 2.2836 0.225
H 0.6913 1.2414 3.5926 0.238
H 4.1011 -1.4321 2.5253 0.211
H 3.4820 -0.7836 4.0959 0.179
H 5.1065 0.7976 3.2324 0.224
H 4.2766 1.0623 1.6547 0.218
H 3.5170 1.6458 3.2540 0.221
C 2.7681 -4.3554 3.5482 -0.619
C 3.9386 -5.0846 2.8973 -0.082
C 4.1642 -6.5034 3.4534 -0.075
O 4.8115 -6.5398 4.7183 -0.549
C 3.9469 -6.3681 5.8281 -0.248
N 5.1440 -4.2556 3.0230 -0.827
H 2.9956 -4.0141 4.5592 0.199
H 2.5030 -3.4701 2.9652 0.232
H 1.8843 -4.9970 3.5952 0.204
H 3.7034 -5.1853 1.8325 0.191
H 4.8365 -7.0291 2.7676 0.182
H 3.2315 -7.0802 3.4766 0.165
H 2.9679 -6.8257 5.6613 0.170
H 3.8355 -5.3073 6.0622 0.165
H 4.4102 -6.8487 6.6917 0.189
H 5.9030 -4.7044 2.5146 0.352
H 5.4454 -4.3054 3.9954 0.355
C -7.1682 2.2079 -5.8774 -0.614
C -6.4041 3.2510 -5.0679 -0.081
C -4.8874 2.9882 -5.0048 -0.075
O -4.5085 1.9660 -4.0935 -0.550
C -4.5973 0.6506 -4.6144 -0.248
N -6.9947 3.3389 -3.7275 -0.822
H -7.2686 1.2588 -5.3494 0.202
H -8.1791 2.5616 -6.0923 0.220
H -6.6743 2.0167 -6.8339 0.203
H -6.5475 4.2149 -5.5675 0.188
H -4.4048 3.8993 -4.6366 0.183
H -4.4692 2.7963 -6.0007 0.165
H -4.3391 0.6104 -5.6763 0.170
H -5.5976 0.2442 -4.4507 0.166
H -3.8938 0.0236 -4.0636 0.190
H -6.5388 4.0937 -3.2192 0.351
H -6.7131 2.5029 -3.2170 0.355
```

Results
HOMO-LUMO gap: 7.45 eV
net charge: 0
multiplicity: 1
energy above the lowest of the compared OMol25 structures with the same formula, charge and spin: 125.50 kcal/mol

=====

Here is a structure of composition C23H28BN8Rh in a non-equilibrium geometry from the Open Molecules 2025 dataset. Energies are from ωB97M-V/def2-TZVPD.

Structure (XYZ):
```
61
Properties=species:S:1:pos:R:3:mulliken_spin:R:1
Rh 0.0828 -0.0572 0.0568 0.521
C 0.9428 -1.5630 -2.9253 -0.004
C 1.3126 -0.1366 -2.7078 0.005
C 1.9125 0.7801 -3.5707 -0.004
C 2.0084 1.9596 -2.8622 -0.015
N 1.5058 1.7741 -1.6266 0.009
N 1.0755 0.4921 -1.5460 -0.023
B 1.3034 2.6871 -0.3830 0.009
N -0.2277 2.8395 -0.1915 -0.016
C -1.0788 3.8589 -0.4525 0.001
C -2.3196 3.3501 -0.7437 0.009
C -2.1836 1.9587 -0.6812 0.005
C -3.1758 0.9232 -1.0825 0.030
N -0.9357 1.6721 -0.3052 -0.052
N 1.9816 2.0034 0.8254 -0.011
C 2.9506 2.4360 1.6629 0.007
C 3.4405 1.3645 2.3676 -0.007
C 2.7197 0.2519 1.9120 0.016
C 2.8944 -1.1787 2.2917 0.009
N 1.8385 0.6632 0.9956 -0.011
N 2.0702 4.0176 -0.6368 -0.008
C 3.4525 4.0903 -0.9706 -0.005
C 3.7861 5.3956 -1.0675 0.002
C 2.5961 6.1059 -0.7825 -0.007
C 2.3230 7.5358 -0.7364 0.001
N 1.5628 5.1893 -0.5149 0.001
H 1.3190 -1.9043 -3.8865 0.001
H -0.1412 -1.6936 -2.9342 0.002
H 1.3737 -2.2064 -2.1557 0.001
H 2.2318 0.5999 -4.5831 0.000
H 2.4003 2.9142 -3.1749 0.004
H -0.7400 4.8781 -0.4237 0.000
H -3.2040 3.9042 -1.0093 0.001
H -4.0763 0.9604 -0.4702 -0.004
H -2.7538 -0.0819 -1.0545 -0.002
H -3.4895 1.1139 -2.1098 0.003
H 3.2366 3.4747 1.7071 -0.002
H 4.2296 1.3698 3.1005 0.001
H 2.6273 -1.3544 3.3352 0.000
H 3.9424 -1.4584 2.1854 0.001
H 2.3163 -1.8455 1.6502 0.000
H 4.0352 3.1904 -1.0939 -0.001
H 4.7485 5.8159 -1.3088 0.000
H 3.2085 8.1320 -0.9333 0.000
H 1.8959 7.8004 0.2389 0.000
H 1.5392 7.7819 -1.4653 -0.001
C -4.4701 0.9680 2.3638 0.016
C -3.0574 0.5292 2.2553 0.122
C -2.0254 1.2348 2.8807 -0.014
C -0.7423 0.7367 2.8865 0.129
C -0.4246 -0.5147 2.2524 0.071
C -1.4183 -1.1830 1.5346 -0.025
C -2.7274 -0.6672 1.5477 0.192
H -4.8502 0.6546 3.3452 0.018
H -5.1139 0.5136 1.6138 -0.002
H -4.5588 2.0543 2.3351 0.007
H -2.2489 2.1586 3.3992 0.004
H 0.0449 1.2665 3.4103 0.000
H 0.4707 -1.0365 2.5565 0.020
H -1.2578 -2.1925 1.1681 0.002
H -3.5247 -1.2275 1.0735 -0.009
```

Results
HOMO-LUMO gap (alpha / beta): 2.76 / 2.18 eV
⟨S²⟩: 1.01
net charge: +3
multiplicity: 2
energy above the lowest of the compared OMol25 structures with the same formula, charge and spin: 45.51 kcal/mol

=====

Q: Which value of energy above the lowest of the compared OMol25 structures with the same formula, charge and spin does entry 6 give?
A: 125.50 kcal/mol

=====

Repeat the third record exactly.
Here is a structure of composition C15H12BF3FeO4 in a non-equilibrium geometry from the Open Molecules 2025 dataset. Energies are from ωB97M-V/def2-TZVPD.

Structure (XYZ):
```
36
Properties=species:S:1:pos:R:3:mulliken_spin:R:1
C 1.9612 2.0755 4.4924 0.022
C 1.6467 2.6890 3.2431 0.333
C 1.8446 3.7298 2.3329 0.106
C 1.5425 3.1634 1.0501 0.087
C 1.5668 1.7995 1.2802 0.619
B -2.6350 4.1062 0.1786 0.000
F -1.9223 5.2257 0.4538 0.000
F -2.5935 3.6678 -1.0855 0.000
F -3.2169 3.3239 1.1304 0.000
O 1.1483 1.6179 2.5270 -0.005
H 2.4032 2.7210 5.2415 -0.002
H 1.0351 1.5808 4.8513 0.031
H 2.6072 1.1958 4.2594 0.046
H 2.2917 4.6885 2.5871 0.001
H 1.3998 3.6463 0.0904 0.005
O -1.2643 -6.3852 -3.7581 0.007
C -1.1367 -5.2948 -3.3819 -0.027
Fe -0.8330 -3.5731 -3.2039 1.816
C 0.8690 -3.5895 -3.7533 0.004
O 1.7872 -3.9630 -4.3630 0.023
C -1.8417 -2.9598 -4.5226 -0.002
O -2.6944 -2.9908 -5.3150 0.057
C 0.3438 0.0478 0.3669 0.413
C -1.0004 0.1920 0.2201 0.003
C -1.8764 -0.8343 -0.2506 0.027
C -1.4911 -2.1204 -0.5968 0.020
C -0.2371 -2.6487 -1.1386 0.035
C 0.9693 -1.8727 -1.0487 0.052
C 1.1515 -0.9794 -0.0299 0.039
H 1.1248 0.9315 0.6820 0.251
H -1.4948 1.1461 0.4539 0.007
H -2.9467 -0.6729 -0.0695 0.007
H -2.2475 -2.9156 -0.4067 -0.008
H -0.1990 -3.7824 -1.1834 0.011
H 1.8080 -2.0447 -1.7336 0.006
H 2.1301 -0.9215 0.3999 0.016
```

Results
HOMO-LUMO gap (alpha / beta): 5.49 / 3.79 eV
⟨S²⟩: 6.06
net charge: +2
multiplicity: 5
energy above the lowest of the compared OMol25 structures with the same formula, charge and spin: 115.72 kcal/mol